# 1
ORCA calculation (the ωB97M-V functional and the def2-TZVPD basis) on a 2-piece molecular cluster, C5H14 overall in a non-equilibrium geometry.

As for the gap between HOMO and LUMO: 12.25 eV. As for the max |F|: 1.37 eV/Å. The lowest unoccupied orbital energy is 1.083 eV. Its SMILES is CCC.CC. Its charge is 0. The spin multiplicity is 1.

Last column: natural (NBO) charge in e.
Positions of all 19 atoms, in Å:
C 1.1000 -2.0165 -1.8145  -0.60
C 0.8000 -0.6316 -1.2623  -0.40
C -0.0743 0.2119 -2.1782  -0.60
H 1.8067 -2.0644 -2.6506  0.20
H 0.1642 -2.4313 -2.2044  0.20
H 1.4507 -2.6968 -1.0356  0.21
H 0.1757 -0.8306 -0.3760  0.19
H 1.6551 -0.1022 -0.8393  0.20
H -0.7856 -0.4135 -2.7075  0.20
H -0.6397 0.9524 -1.5964  0.21
H 0.4965 0.7650 -2.9214  0.20
C -0.5458 0.6293 1.9548  -0.61
C -1.0139 1.6487 2.9841  -0.60
H 0.5399 0.6208 1.9014  0.20
H -0.8444 -0.4169 2.0735  0.20
H -0.8804 0.9629 0.9704  0.20
H -2.0968 1.7154 3.0503  0.20
H -0.6717 2.6360 2.6635  0.20
H -0.6364 1.4612 3.9880  0.20

Atomic forces in eV per Å
C 0.10 -0.27 -0.38
C -0.94 -0.49 0.88
C 0.25 0.61 0.13
H 0.04 0.26 0.17
H 0.07 -0.06 0.10
H 0.09 0.08 -0.05
H 0.16 0.07 -0.08
H 0.19 0.03 -0.43
H -0.16 -0.10 -0.04
H 0.11 -0.12 -0.17
H 0.10 -0.02 -0.14
C 0.20 0.12 -0.42
C -0.05 0.01 -0.02
H 0.20 0.01 0.04
H -0.26 0.28 0.31
H -0.07 -0.18 -0.06
H -0.15 -0.14 -0.02
H 0.05 -0.03 0.17
H 0.08 -0.05 0.00


# 2
ORCA calculation (the ωB97M-V functional and the def2-TZVPD basis) on a 2-piece molecular cluster, C5H14 overall in a non-equilibrium geometry.

As for the gap between HOMO and LUMO: 12.44 eV. As for the max |F|: 1.23 eV/Å. The lowest unoccupied orbital energy is 1.095 eV. Its SMILES is CCC.CC. Its charge is 0. The spin multiplicity is 1.

Last column: natural (NBO) charge in e.
Positions of all 19 atoms, in Å:
C 0.1172 -1.5795 -1.5444  -0.61
C 0.5166 -1.2293 -0.1078  -0.39
C 1.5349 -2.2084 0.4920  -0.61
H 0.9572 -1.4280 -2.2276  0.20
H -0.5883 -0.7991 -1.8510  0.20
H -0.3177 -2.5761 -1.6064  0.20
H 0.9759 -0.2410 -0.1007  0.20
H -0.3620 -1.2105 0.5351  0.19
H 1.1359 -3.2292 0.4916  0.20
H 2.4021 -2.2664 -0.1609  0.20
H 1.7286 -1.9045 1.5213  0.21
C -0.4171 1.9796 0.2709  -0.60
C -1.6209 2.6987 0.8796  -0.61
H 0.1160 1.3398 0.9682  0.20
H -0.7048 1.4082 -0.6186  0.20
H 0.2894 2.7341 -0.0832  0.20
H -2.3967 2.0224 1.2525  0.20
H -1.3355 3.1828 1.8150  0.21
H -2.0306 3.3064 0.0744  0.21

Atomic forces in eV per Å
C 0.00 1.16 0.43
C 0.65 -0.68 -0.18
C -0.87 -0.16 -0.41
H 0.09 -0.52 0.08
H -0.33 -0.45 -0.18
H 0.03 0.07 -0.25
H -0.17 0.00 0.02
H -0.13 0.17 0.00
H -0.11 0.11 0.20
H 0.44 0.26 0.34
H 0.53 -0.20 -0.13
C -0.06 0.30 -0.20
C 0.15 -0.97 0.28
H -0.13 -0.07 0.05
H 0.02 -0.10 0.27
H 0.09 -0.04 0.05
H -0.01 -0.25 -0.53
H 0.08 0.81 -0.47
H -0.24 0.53 0.60


# 3
ORCA calculation (the ωB97M-V functional and the def2-TZVPD basis) on a 2-piece molecular cluster, C5H14 overall in a non-equilibrium geometry.

As for the gap between HOMO and LUMO: 12.44 eV. As for the max |F|: 2.44 eV/Å. The lowest unoccupied orbital energy is 1.169 eV. Its SMILES is CCC.CC. Its charge is 0. The spin multiplicity is 1.

Last column: natural (NBO) charge in e.
Positions of all 19 atoms, in Å:
C 1.8552 -0.4438 0.2806  -0.61
C 1.2254 0.9507 0.2765  -0.40
C 1.6694 1.7053 -1.0418  -0.61
H 1.2993 -1.1265 0.9345  0.20
H 2.8487 -0.4201 0.7379  0.20
H 1.9290 -0.9601 -0.6629  0.21
H 0.1469 0.8392 0.1905  0.20
H 1.5087 1.5814 1.1107  0.21
H 0.8002 1.9328 -1.6592  0.21
H 2.2787 2.5776 -0.8172  0.20
H 2.2843 1.0443 -1.6550  0.20
C -2.6478 -0.4863 -0.1518  -0.61
C -1.7704 -1.4131 0.7193  -0.61
H -2.3296 -0.5261 -1.1907  0.20
H -3.6722 -0.8294 -0.0755  0.20
H -2.6379 0.5457 0.2023  0.20
H -0.8610 -0.9385 1.0538  0.20
H -1.6056 -2.3136 0.1361  0.20
H -2.3214 -1.7194 1.6119  0.20

Atomic forces in eV per Å
C 0.09 -0.24 1.86
C 0.41 0.02 -2.41
C -0.08 -0.71 0.52
H -0.03 0.10 -0.02
H 0.12 0.08 -0.30
H -0.11 0.26 -0.57
H -0.11 0.17 0.47
H -0.17 -0.32 0.41
H 0.10 0.44 0.10
H -0.24 0.23 -0.15
H 0.08 0.01 0.05
C 0.31 -0.16 0.65
C -1.08 0.18 -0.20
H -0.04 0.17 -0.06
H -0.28 -0.03 -0.27
H 0.09 0.00 -0.09
H 0.36 -0.09 -0.17
H 0.50 -0.18 0.15
H 0.06 0.07 0.01


# 4
ORCA calculation (the ωB97M-V functional and the def2-TZVPD basis) on a 2-piece molecular cluster, C5H14 overall in a non-equilibrium geometry.

As for the gap between HOMO and LUMO: 11.95 eV. As for the max |F|: 2.99 eV/Å. The lowest unoccupied orbital energy is 1.071 eV. Its SMILES is CCC.CC. Its charge is 0. The spin multiplicity is 1.

Last column: natural (NBO) charge in e.
Positions of all 19 atoms, in Å:
C 2.6661 0.4550 -0.4676  -0.61
C 2.2266 -0.9717 -0.2477  -0.41
C 0.7695 -1.4041 -0.7052  -0.62
H 3.7012 0.6476 -0.6131  0.21
H 2.1699 0.8377 -1.3837  0.20
H 2.3639 1.0470 0.3567  0.21
H 2.3841 -1.1780 0.8358  0.20
H 2.9016 -1.8041 -0.6312  0.20
H 0.2405 -0.7470 -1.4785  0.21
H 0.0317 -1.5234 0.0041  0.20
H 0.8307 -2.5142 -1.0521  0.21
C -2.7003 1.5245 0.2069  -0.62
C -2.2462 0.2977 1.0193  -0.62
H -2.3653 2.5222 0.6469  0.20
H -2.4501 1.3867 -0.8740  0.22
H -3.8053 1.5171 0.5864  0.21
H -1.2452 -0.1005 0.7432  0.21
H -2.3698 0.4311 2.1427  0.20
H -3.1035 -0.4238 0.9112  0.20

Atomic forces in eV per Å
C -1.24 -0.07 -1.82
C 0.16 -2.48 0.81
C 1.43 -1.01 -2.42
H 1.06 -0.35 -0.01
H 0.21 0.04 0.48
H -0.49 0.77 0.75
H -0.66 0.12 -0.40
H -0.46 1.53 -0.27
H 1.28 -0.90 0.62
H -1.20 0.26 2.31
H -0.02 2.02 -0.11
C -1.29 0.65 2.28
C -0.87 -0.55 1.12
H 0.22 -1.31 -0.96
H -0.82 0.44 0.92
H 1.41 0.46 -1.97
H -0.91 0.12 0.41
H 0.82 0.38 -1.23
H 1.39 -0.11 -0.53


# 5
ORCA calculation (the ωB97M-V functional and the def2-TZVPD basis) on a 2-piece molecular cluster, C5H14 overall in a non-equilibrium geometry.

As for the gap between HOMO and LUMO: 11.99 eV. As for the max |F|: 3.72 eV/Å. The lowest unoccupied orbital energy is 1.110 eV. Its SMILES is CCC.CC. Its charge is 0. The spin multiplicity is 1.

Last column: natural (NBO) charge in e.
Positions of all 19 atoms, in Å:
C 0.7316 -1.2578 -1.3516  -0.63
C 0.1192 -2.0290 -0.1744  -0.41
C 0.9213 -1.4638 1.0679  -0.62
H 0.6609 -1.8509 -2.2996  0.20
H 0.2823 -0.2610 -1.5708  0.21
H 1.7586 -0.8276 -1.2963  0.21
H 0.3914 -3.0305 -0.1650  0.20
H -0.9661 -2.1470 -0.2178  0.22
H 1.0378 -2.3354 1.7034  0.20
H 0.7011 -0.6867 1.7128  0.21
H 1.9759 -1.1812 0.8274  0.20
C -0.9173 1.5836 -0.0642  -0.61
C -0.9217 2.9787 0.4527  -0.60
H -1.3743 1.2219 -0.9760  0.21
H 0.1884 1.2308 -0.1878  0.19
H -1.3363 1.0006 0.7780  0.21
H -0.7011 3.8639 -0.0746  0.21
H -0.2448 2.9647 1.2580  0.20
H -1.9728 3.1676 0.9262  0.19

Atomic forces in eV per Å
C -0.47 0.70 -2.41
C 1.78 3.03 0.48
C 1.02 -2.49 -0.43
H 0.12 0.58 0.59
H -0.68 -1.01 0.20
H -0.21 -1.39 0.60
H 1.00 -1.90 -0.52
H -0.06 1.10 0.45
H 0.12 -0.04 0.59
H -1.76 1.79 0.88
H -0.79 -0.56 -0.55
C 2.58 -1.95 0.16
C -3.42 0.37 1.41
H -0.57 0.71 -0.25
H -1.83 0.55 0.36
H 0.29 -0.18 -0.61
H 0.35 0.58 -1.49
H 0.79 0.18 1.28
H 1.74 -0.08 -0.73


# 6
ORCA calculation (the ωB97M-V functional and the def2-TZVPD basis) on a 2-piece molecular cluster, C5H14 overall in a non-equilibrium geometry.

As for the gap between HOMO and LUMO: 12.48 eV. As for the max |F|: 1.15 eV/Å. The lowest unoccupied orbital energy is 1.167 eV. Its SMILES is CCC.CC. Its charge is 0. The spin multiplicity is 1.

Last column: natural (NBO) charge in e.
Positions of all 19 atoms, in Å:
C 1.0368 1.9829 -2.0687  -0.61
C -0.1058 1.4957 -1.1437  -0.41
C -0.3059 -0.0183 -1.2092  -0.61
H 1.9630 1.9759 -1.4936  0.20
H 0.8933 2.9464 -2.5485  0.21
H 1.1866 1.2329 -2.8509  0.20
H 0.1988 1.7274 -0.1285  0.20
H -1.0315 2.0354 -1.3401  0.20
H 0.5287 -0.4859 -1.7394  0.20
H -0.4254 -0.5337 -0.2629  0.21
H -1.1618 -0.3649 -1.7999  0.21
C 0.3841 -1.9395 2.0397  -0.60
C -1.0040 -1.3271 2.2785  -0.61
H 0.7116 -1.7459 1.0231  0.20
H 1.1206 -1.5137 2.7242  0.20
H 0.3538 -3.0128 2.2186  0.20
H -1.0118 -0.2481 2.2691  0.20
H -1.6707 -1.6325 1.4707  0.20
H -1.3654 -1.6266 3.2621  0.21

Atomic forces in eV per Å
C -0.09 -0.93 0.08
C 0.30 0.11 0.00
C -0.17 -0.75 -0.86
H 0.09 0.26 -0.11
H -0.09 0.13 0.19
H -0.05 0.23 -0.18
H -0.19 0.26 0.25
H -0.03 -0.05 0.00
H 0.21 -0.01 0.31
H 0.12 0.29 0.27
H -0.13 0.50 -0.03
C -0.27 0.43 0.33
C 0.38 -0.39 -0.09
H 0.18 -0.12 -0.08
H 0.02 -0.03 -0.05
H 0.05 -0.06 -0.14
H 0.26 0.44 -0.04
H -0.26 -0.19 0.32
H -0.31 -0.12 -0.17


# 7
ORCA calculation (the ωB97M-V functional and the def2-TZVPD basis) on a 2-piece molecular cluster, C5H14 overall.

As for the gap between HOMO and LUMO: 12.57 eV. As for the max |F|: 0.42 eV/Å. The lowest unoccupied orbital energy is 1.102 eV. Its SMILES is CCC.CC. Its charge is 0. The spin multiplicity is 1.

Last column: natural (NBO) charge in e.
Positions of all 19 atoms, in Å:
C -1.1995 -2.3582 0.3685  -0.60
C -0.0982 -1.4215 0.8630  -0.39
C 1.1348 -2.1749 1.3563  -0.60
H -1.5113 -3.0247 1.1775  0.20
H -0.8373 -2.9639 -0.4635  0.20
H -2.0747 -1.7996 0.0338  0.21
H 0.1985 -0.7357 0.0675  0.19
H -0.4966 -0.8028 1.6692  0.19
H 1.9301 -1.4827 1.6326  0.21
H 0.8917 -2.7701 2.2380  0.20
H 1.5090 -2.8551 0.5911  0.20
C -0.2383 2.1571 -0.9086  -0.60
C 0.3847 3.4436 -1.4639  -0.60
H 0.2604 1.8627 0.0179  0.20
H -1.3081 2.2833 -0.7283  0.20
H -0.1423 1.3446 -1.6290  0.20
H -0.0117 3.6595 -2.4553  0.20
H 1.4673 3.3461 -1.5407  0.20
H 0.1414 4.2923 -0.8259  0.20

Atomic forces in eV per Å
C 0.17 0.15 0.14
C 0.00 -0.11 -0.03
C -0.22 0.10 0.09
H -0.02 -0.04 -0.11
H -0.06 -0.07 0.00
H 0.00 -0.04 -0.02
H -0.06 0.01 -0.06
H 0.03 0.07 0.04
H 0.06 -0.04 -0.02
H 0.02 -0.05 0.01
H 0.07 0.01 -0.05
C 0.11 0.22 -0.19
C -0.30 -0.29 0.06
H -0.19 -0.05 -0.03
H 0.09 0.01 0.14
H 0.10 -0.09 0.05
H 0.04 0.05 -0.06
H 0.00 0.10 0.00
H 0.15 0.05 0.03


Question: The lowest max |F| belongs to which entry?
Answer: number 7